Record 1
The following is a DFT calculation (the ωB97M-V functional and the def2-TZVPD basis) of a cluster of 2 separate species, C26H48Cl2N7O3S2 in total at a distorted geometry.

Values from the calculation:
- max |F| (eV/A) = 1.43
- Kohn-Sham gap (eV) = 8.4
- E_HOMO (eV) = -10.72
- lowest unoccupied orbital energy (Eh) = -0.08362

The geometry in ORCA input format:
```
! RIJCOSX wB97M-V def2-TZVPD def2/J DEFGRID3
* xyz 1 1
C 4.71290 -1.13260 3.77980
C 3.67957 -0.99853 4.90308
C 2.25119 -1.27771 4.42698
N 1.88422 -0.26469 3.42298
C 0.58259 -0.59050 2.83572
C 0.88289 -1.56737 1.67361
N 1.15540 -0.93021 0.33531
C 2.60517 -0.98409 -0.08336
C 2.77230 -1.40644 -1.53329
C 4.18975 -1.91224 -1.82392
N 4.24257 -3.37750 -1.89464
C 0.61506 0.46795 0.23266
N 0.52758 1.00432 -1.09389
C 1.58079 1.94822 -1.46535
C 1.25298 2.68149 -2.78221
C 2.29932 2.35918 -3.86160
C -0.69963 0.48360 1.06815
C -1.71680 1.46993 0.52818
C -3.10983 1.12150 1.11304
C -3.82490 0.06806 0.26920
S -4.84587 -1.03967 1.29821
C -6.49736 -0.78933 0.76789
S -7.70837 -0.96918 1.80371
N -6.67793 -0.45095 -0.58178
C -6.02886 -1.01641 -1.67193
C -6.50741 -0.35563 -2.73390
N -7.42959 0.58584 -2.36017
C -7.52004 0.49952 -1.06958
N -0.28650 0.51896 2.46028
C -0.18436 1.68915 3.27612
Cl -0.43663 1.07121 5.00863
C -1.12783 2.90197 2.97584
C -0.33464 3.92107 2.13117
Cl -1.55886 3.82607 4.47024
H 5.53368 -0.43226 3.89732
H 4.25327 -0.91951 2.81731
H 5.13230 -2.13632 3.77811
H 3.93000 -1.63079 5.74837
H 3.69904 0.03435 5.26029
H 1.59762 -1.20829 5.29736
H 2.24943 -2.28106 4.00130
H 1.92853 0.60314 3.94380
H 0.01361 -1.21390 3.53614
H -0.00451 -2.18307 1.55116
H 1.70946 -2.21907 1.91415
H 0.64524 -1.48315 -0.36318
H 3.15971 -1.70906 0.50747
H 3.06604 -0.01880 0.08486
H 2.55110 -0.59857 -2.22935
H 2.09440 -2.22107 -1.78133
H 4.93950 -1.49724 -1.14769
H 4.44549 -1.54634 -2.81875
H 3.41545 -3.80451 -1.50335
H 5.07374 -3.74344 -1.45466
H 1.30177 1.09519 0.79616
H 0.44965 0.28319 -1.80233
H 1.73885 2.68271 -0.67830
H 2.55101 1.46067 -1.61537
H 1.36889 3.74140 -2.58108
H 0.24906 2.46782 -3.13471
H 2.58347 1.30617 -3.83209
H 3.20129 2.92741 -3.65549
H 1.95254 2.61097 -4.85890
H -1.23744 -0.46074 0.92326
H -1.83188 1.31127 -0.53721
H -1.47580 2.51960 0.64641
H -3.70757 2.03118 1.06808
H -3.03046 0.85604 2.16532
H -4.48454 0.54741 -0.44686
H -3.10863 -0.54209 -0.28175
H -5.32411 -1.81766 -1.58886
H -6.19110 -0.54825 -3.74448
H -8.18011 1.12836 -0.50133
H 0.82827 2.08834 3.29532
H -2.08580 2.66739 2.54494
H -0.98674 4.36428 1.38014
H 0.50264 3.45463 1.61254
H 0.02200 4.73266 2.74761
C -0.08400 -1.02767 -5.01324
C -0.51818 -2.46326 -5.20790
O -0.33424 -3.01366 -3.89086
C -0.39181 -2.01313 -3.01285
O -0.43862 -2.16048 -1.82107
O -0.38323 -0.81260 -3.62033
H -0.62838 -0.32500 -5.63732
H 0.98678 -0.88637 -5.16656
H -1.56986 -2.55380 -5.47949
H 0.08437 -2.99797 -5.93594
*
```

Atomic partial charges in e from the Löwdin method, atoms 1 to 8: number 1, C, carries -0.10; number 2, C, carries -0.23; number 3, C, carries -0.23; number 4, N, carries -0.03; number 5, C, carries -0.34; number 6, C, carries -0.01; number 7, N, carries 0.00; number 8, C, carries -0.09

***

Record 2
The following is a DFT calculation (the ωB97M-V functional and the def2-TZVPD basis) of a structure of composition C26H48Cl3CuN6O3Si at a distorted geometry.

Values from the calculation:
- max |F| (eV/A) = 3.83
- Kohn-Sham gap (alpha / beta) (eV) = 5.8 / 5.3
- E_HOMO (alpha / beta) (eV) = -3.33 / -3.33
- lowest unoccupied orbital energy (alpha / beta) (Eh) = 0.09094 / 0.07302

The geometry in ORCA input format:
```
! RIJCOSX wB97M-V def2-TZVPD def2/J DEFGRID3
* xyz -1 2
C -1.67471 -1.83177 -4.51034
C -0.99879 -2.55939 -3.36071
H -1.98372 -2.53855 -5.29837
H -0.97188 -1.10017 -4.93140
H -2.58463 -1.31262 -4.16807
C -0.64336 -3.91518 -3.45438
C -0.37966 -4.62463 -4.72546
H -0.67604 -4.51240 -2.55279
H 0.16230 -3.98744 -5.44973
H -1.27110 -5.02637 -5.24279
H 0.24813 -5.49834 -4.49524
Cu -1.20441 1.99661 0.63945
Cl -3.00064 0.84982 1.10523
Cl 0.99186 2.37718 0.48094
H 0.94852 4.75206 2.92034
H -1.74546 7.11348 2.55938
C 0.76187 5.30967 1.99696
C -1.19464 6.83741 1.65098
N -0.66795 5.48852 1.75556
H 1.21346 4.74432 1.17279
C -1.56229 4.48841 1.86551
O -1.28089 3.30926 2.19414
H -1.89856 6.88580 0.81645
H -2.60287 4.78027 1.60507
H 1.21476 6.30522 2.04119
H -0.37390 7.53271 1.47564
H 2.31896 -0.75302 -2.95664
H 2.01419 -3.27357 -2.77265
C 3.04527 -0.73865 -2.13689
C 2.92856 -3.21284 -2.17157
N 2.93890 -1.97916 -1.39074
H 2.84413 0.10079 -1.46406
C 3.38549 -1.99332 -0.09182
O 3.65046 -0.98978 0.56681
H 2.96231 -4.06189 -1.48049
H 3.46486 -3.02178 0.31681
H 4.05545 -0.64805 -2.56375
H 3.78953 -3.25843 -2.85137
O -0.05031 -1.58314 -2.66901
C -1.19322 -1.88444 -1.93067
C 0.12091 -3.11042 -0.15042
C -1.11580 -2.74429 -0.71172
H 1.02776 -2.70709 -0.58838
C 0.20874 -3.96338 0.95504
H -1.88453 -1.03731 -1.88002
C -2.27565 -3.16910 -0.02714
H 1.19038 -4.26277 1.34327
C -0.95677 -4.44901 1.56286
C -2.20197 -4.03820 1.06175
H -3.24101 -2.80649 -0.38867
H -0.89928 -5.14563 2.41191
H -3.11969 -4.38238 1.55841
Si -0.75209 3.06196 -2.94740
Cl -1.42116 1.46870 -1.51124
C 1.08810 3.31800 -2.82540
C -1.69285 4.49729 -2.22373
C -1.24566 2.68548 -4.70080
H 1.49604 2.91526 -1.88789
H 1.26449 4.40694 -2.85430
H 1.59254 2.85951 -3.68831
H -0.43229 2.18349 -5.24392
H -1.42709 3.65494 -5.19446
H -2.16278 2.08419 -4.76970
H -2.41628 4.19296 -1.44927
H -2.25667 5.04017 -2.99500
H -1.00452 5.21810 -1.75106
C 0.33954 0.90870 3.26456
N 0.30787 -0.34158 2.48687
C -0.87961 -1.12543 2.85958
N -0.88362 -1.45504 4.29715
C -0.84642 -0.17296 5.04658
N 0.36479 0.64314 4.71672
C 1.56921 -0.16635 5.00159
N 1.57494 -1.46123 4.24517
C 1.50732 -1.13026 2.80362
C 0.36458 -2.21311 4.61094
H -0.55076 1.50055 3.01826
H 1.23047 1.47090 2.96431
H -0.88075 -2.05579 2.27101
H -1.77390 -0.54148 2.60595
H -0.81251 -0.39681 6.12183
H -1.74458 0.40491 4.79653
H 2.45857 0.40567 4.71313
H 1.58499 -0.39645 6.07847
H 1.48149 -2.07854 2.24383
H 2.40085 -0.56408 2.52037
H 0.37578 -2.42011 5.69160
H 0.34891 -3.15222 4.04316
*
```

Atomic partial charges in e from the Löwdin method, atoms 1 to 8: number 1, C, carries -0.01; number 2, C, carries -0.36; number 3, H, carries 0.07; number 4, H, carries 0.09; number 5, H, carries 0.09; number 6, C, carries -0.07; number 7, C, carries -0.11; number 8, H, carries 0.11